{
  "formula": "C2H6N4O2",
  "method": "wB97M-V/def2-TZVPD",
  "species": ["C", "C", "H", "H", "H", "H", "H", "H", "N", "N", "N", "N", "O", "O"],
  "xyz": [[1.14628, -0.47233, -0.22968], [-1.53314, -0.55131, -0.21215], [2.84180, 1.25894, 0.39354], [0.33056, 1.33702, -0.41222], [2.23157, -1.97116, 0.65670], [0.20799, -1.92388, 0.18039], [-2.22245, -1.21312, -0.58469], [-3.36590, 1.57513, 1.38754], [1.17823, 0.97949, -0.61391], [2.20337, -0.98316, 0.04273], [-0.13804, -1.02957, -0.34556], [-1.86529, 0.58072, 0.04045], [2.24391, 1.77271, -0.06069], [-3.25890, 0.64054, -0.24245]],
  "mulliken_charge": [0.541, -0.142, 0.294, 0.301, 0.239, 0.194, 0.491, 0.326, -0.281, -0.652, -0.255, -0.218, -0.386, -0.453],
  "de_lowest_kj_mol": 1000.3,
  "fmax_ev_per_a": 8.02,
  "homo_lumo_gap_ha": 0.2273
}


{
  "formula": "C2H6N4O3S2",
  "method": "wB97M-V/def2-TZVPD",
  "species": ["C", "C", "N", "N", "N", "N", "O", "O", "O", "S", "S", "H", "H", "H", "H", "H", "H"],
  "xyz": [[-0.59271, 1.32392, -0.68824], [1.03391, -0.46481, -1.46972], [-1.90286, 1.17828, -0.37480], [-0.19803, 0.05919, -1.01870], [-1.25629, -0.72801, -0.92771], [-2.25787, -0.08996, -0.43849], [1.58852, 0.22608, 1.52092], [0.48196, -1.91436, 1.32585], [-0.76060, -0.02677, 2.29241], [0.44158, 2.63500, -0.58609], [0.55978, -0.65015, 2.41526], [1.43707, 0.00364, -2.35903], [1.74579, -0.24851, -0.68188], [0.94735, -1.53380, -1.53901], [-2.38160, 1.94997, 0.05203], [-0.21348, -2.53771, 1.64970], [1.32750, 0.81800, 0.82751]],
  "mulliken_charge": [-0.102, -0.721, 0.286, 0.573, -0.268, -0.481, -0.416, -0.442, -0.496, -0.377, 0.656, 0.308, 0.335, 0.328, 0.264, 0.338, 0.213],
  "de_lowest_kj_mol": 0.0,
  "fmax_ev_per_a": 3.07,
  "homo_lumo_gap_ha": 0.3401
}


{
  "formula": "C2H6N4OS",
  "method": "wB97M-V/def2-TZVPD",
  "species": ["N", "N", "C", "O", "N", "C", "N", "S", "H", "H", "H", "H", "H", "H"],
  "xyz": [[-2.45994, -1.54522, 0.01737], [-2.40789, -0.16479, -0.02078], [-1.22560, 0.57154, 0.00120], [-1.21748, 1.77610, -0.09277], [-0.09619, -0.25888, 0.14020], [1.20408, 0.15802, 0.03929], [1.35048, 1.48083, 0.10993], [2.49657, -0.89533, -0.06749], [-2.07095, -1.92743, -0.79002], [-2.02379, -1.91995, 0.86497], [-3.26512, 0.26671, -0.21493], [-0.20682, -1.25577, 0.05944], [2.25682, 1.84564, -0.01037], [0.52850, 2.14636, -0.05702]],
  "mulliken_charge": [-0.783, 0.082, 0.606, -0.670, -0.162, 0.152, -0.339, -0.394, 0.261, 0.290, 0.212, 0.273, 0.174, 0.299],
  "de_lowest_kj_mol": 53.9,
  "fmax_ev_per_a": 2.34,
  "homo_lumo_gap_ha": 0.3343,
  "smiles": "NNC(=O)NC(N)=S"
}


{
  "formula": "C2H6N4OS",
  "method": "wB97M-V/def2-TZVPD",
  "species": ["N", "N", "C", "N", "O", "C", "N", "S", "H", "H", "H", "H", "H", "H"],
  "xyz": [[0.71428, 2.45717, 0.52993], [0.13441, 1.18017, 0.52680], [-0.96387, 1.08630, -0.32603], [-2.03530, 0.25865, -0.29183], [-1.65436, -0.71507, 0.64342], [0.98988, 0.06232, 0.87361], [1.30993, -1.01473, 0.29435], [0.85510, -1.68574, -1.02807], [1.31693, 2.54626, -0.43747], [0.14607, 3.35280, 0.60133], [-1.15867, 2.08938, -0.78608], [-2.29848, -1.55743, 0.50032], [1.20856, 0.21305, 1.89151], [-0.68042, -1.01229, -1.16809]],
  "mulliken_charge": [-0.851, 0.327, -0.085, -0.400, -0.354, -0.072, -0.297, -0.158, 0.270, 0.289, 0.357, 0.347, 0.435, 0.192],
  "de_lowest_kj_mol": 696.6,
  "fmax_ev_per_a": 5.65,
  "homo_lumo_gap_ha": 0.3121,
  "smiles": "NN(/C=N\\O)/C=N\\S"
}


{
  "formula": "C2H6N4S",
  "method": "wB97M-V/def2-TZVPD",
  "species": ["H", "N", "C", "N", "N", "S", "N", "C", "H", "H", "H", "H", "H"],
  "xyz": [[0.62322, 0.12730, 2.02961], [1.00141, 0.73984, 1.19991], [0.37836, 0.55703, 0.07831], [0.58151, 1.43153, -1.03275], [1.30607, 2.60233, -0.84772], [-0.43238, -0.80130, -0.60282], [-1.01021, -1.69098, 0.63765], [-1.56717, -2.90196, 0.35044], [-0.10327, 1.67263, -1.83179], [0.71458, 3.06862, -0.02089], [2.15075, 2.22982, -0.23148], [-1.38012, -3.37045, -0.83991], [-2.26274, -3.66441, 1.11143]],
  "mulliken_charge": [0.279, -0.686, 0.515, -0.101, -0.766, -0.059, -0.301, -0.169, 0.283, 0.283, 0.322, 0.150, 0.251],
  "de_lowest_kj_mol": 441.7,
  "fmax_ev_per_a": 5.90,
  "homo_lumo_gap_ha": 0.3351,
  "smiles": "[H]/N=C(/NN)SN=C"
}


{
  "formula": "C2H6N4S",
  "method": "wB97M-V/def2-TZVPD",
  "species": ["H", "N", "C", "N", "N", "S", "N", "C", "H", "H", "H", "H", "H"],
  "xyz": [[0.81218, -1.86287, -0.61708], [-0.12176, -1.95084, -0.22775], [-0.55878, -0.82276, 0.10152], [-1.84038, -0.64721, 0.58078], [-2.10123, 0.53800, 1.28311], [0.30298, 0.76366, -0.03592], [1.68522, 0.12900, -0.81040], [2.59918, 0.95547, -1.13766], [-2.23818, -1.50076, 0.91812], [-2.03753, 0.39455, 2.29442], [-3.02144, 0.88807, 1.01086], [2.54483, 2.02596, -0.96895], [3.49702, 0.55753, -1.62603]],
  "mulliken_charge": [0.388, -0.719, 0.362, -0.157, -0.465, 0.005, -0.351, -0.207, 0.276, 0.205, 0.224, 0.198, 0.241],
  "de_lowest_kj_mol": 183.7,
  "fmax_ev_per_a": 0.81,
  "homo_lumo_gap_ha": 0.3535,
  "smiles": "[H]/N=C(/NN)SN=C"
}


{
  "formula": "C2H6N4S",
  "method": "wB97M-V/def2-TZVPD",
  "species": ["C", "C", "N", "N", "N", "N", "H", "H", "H", "H", "S", "H", "H"],
  "xyz": [[0.90539, -1.73437, 0.60076], [-0.07697, -0.58175, 0.64251], [0.04555, 0.51830, 1.44524], [-0.95451, 1.25803, 1.22371], [-1.70409, 0.62335, 0.29053], [-1.16998, -0.52615, -0.07270], [0.81270, -2.41807, 1.44442], [1.87804, -1.27565, 0.39844], [0.73978, -2.33001, -0.42540], [-2.49272, 0.95287, -0.05488], [0.91878, 1.27075, -1.96033], [1.29812, 2.27911, -1.32978], [-0.20010, 1.96360, -2.20254]],
  "mulliken_charge": [-0.766, 0.637, -0.202, -0.440, 0.366, -0.497, 0.276, 0.268, 0.243, 0.143, -0.335, 0.160, 0.147],
  "de_lowest_kj_mol": 190.0,
  "fmax_ev_per_a": 6.41,
  "homo_lumo_gap_ha": 0.3873,
  "smiles": "Cc1nn[nH]n1.S"
}


{
  "formula": "C2H6N4S",
  "method": "wB97M-V/def2-TZVPD",
  "species": ["N", "N", "N", "C", "C", "N", "S", "H", "H", "H", "H", "H", "H"],
  "xyz": [[2.82130, 0.87753, -0.26287], [1.61224, 0.68826, 0.27160], [0.80231, -0.24613, -0.20332], [-0.43497, -0.14426, 0.40891], [-1.22089, -1.40451, 0.18726], [-1.60298, -0.19917, -0.57059], [-2.97928, 0.64137, -0.00391], [3.43785, 1.42312, 0.38189], [3.39360, 0.16511, -0.77967], [-0.50012, 0.55635, 1.19853], [-0.69672, -2.07893, -0.56853], [-1.99540, -1.88763, 0.86947], [-2.63695, 1.60889, -0.92877]],
  "mulliken_charge": [-0.446, -0.101, -0.257, -0.032, -0.297, -0.318, -0.204, 0.261, 0.265, 0.470, 0.223, 0.263, 0.174],
  "de_lowest_kj_mol": 413.2,
  "fmax_ev_per_a": 6.19,
  "homo_lumo_gap_ha": 0.3306,
  "smiles": "N/N=N/[C@@H]1CN1S"
}


{
  "formula": "C2H6N4S",
  "method": "wB97M-V/def2-TZVPD",
  "species": ["C", "C", "N", "N", "N", "N", "S", "H", "H", "H", "H", "H", "H"],
  "xyz": [[1.12673, 0.59208, 1.80221], [0.50573, -0.39221, 2.52294], [1.03390, 0.30730, 0.46466], [0.27353, -0.76880, 0.15954], [1.47897, 1.07223, -0.38525], [-2.04998, -0.26686, -2.54556], [-0.26295, -1.50725, 1.52913], [1.70681, 1.34139, 2.33682], [0.23617, -0.15703, 3.56597], [-1.34973, 0.36018, -2.30382], [1.38410, 0.82285, -1.35170], [-1.77864, -1.23836, -2.30089], [-2.30464, -0.16551, -3.49404]],
  "mulliken_charge": [-0.065, -0.423, 1.006, -0.456, -1.107, -0.616, 0.050, 0.378, 0.341, 0.193, 0.279, 0.218, 0.204],
  "de_lowest_kj_mol": 38.2,
  "fmax_ev_per_a": 6.87,
  "multiplicity": 3,
  "homo_lumo_gap_ha": [0.2507, 0.2997]
}


{
  "formula": "C2H6N5S",
  "method": "wB97M-V/def2-TZVPD",
  "species": ["H", "N", "N", "C", "N", "N", "N", "C", "S", "H", "H", "H", "H", "H"],
  "xyz": [[-1.61586, 3.60853, -1.15225], [-0.74689, 2.91686, -1.01649], [-1.10283, 1.73303, -0.82048], [-0.48880, 0.60366, -0.60782], [-0.31509, -0.46636, -1.41241], [-0.25459, 0.32291, 0.73835], [0.01105, -1.07449, 1.00570], [1.68559, -1.51565, 1.03321], [2.02098, -2.80134, 1.86288], [-0.84216, -0.63637, -2.25682], [0.02234, -1.27891, -0.84584], [-0.05692, 1.09527, 1.39539], [-0.55261, -1.62652, 1.63086], [2.23578, -0.88062, 0.44573]],
  "mulliken_charge": [0.329, -0.389, 0.144, 0.382, -0.251, 0.002, -0.535, -0.007, -0.144, 0.267, 0.361, 0.261, 0.207, 0.372],
  "de_lowest_kj_mol": 401.8,
  "fmax_ev_per_a": 5.87,
  "charge": 1,
  "homo_lumo_gap_ha": 0.2902,
  "smiles": "[H]/N=N/C(N)=[NH+]/NC=S"
}


{
  "formula": "C2H6N6",
  "method": "wB97M-V/def2-TZVPD",
  "species": ["C", "C", "N", "N", "N", "N", "N", "N", "H", "H", "H", "H", "H", "H"],
  "xyz": [[1.10101, 1.83418, 0.04758], [-0.56661, 0.35614, 0.14769], [-0.23776, 1.56281, 0.25902], [1.90093, 0.85514, -0.17426], [1.35570, -0.32412, -0.35017], [1.86402, -1.53771, 0.03464], [-2.77434, -0.22685, -0.36897], [-1.50833, -0.56068, 0.23939], [1.60895, 2.77143, 0.26873], [2.53737, -1.41205, 0.82968], [2.23357, -2.23632, -0.55964], [-3.63166, -0.35458, 0.23749], [-2.70775, 0.81319, -0.62988], [-1.17511, -1.54058, 0.01872]],
  "mulliken_charge": [-0.152, 0.509, -0.555, -0.452, 0.068, -0.483, -0.631, -0.013, 0.386, 0.246, 0.214, 0.240, 0.292, 0.332],
  "de_lowest_kj_mol": 363.3,
  "fmax_ev_per_a": 4.55,
  "homo_lumo_gap_ha": 0.3133
}


{
  "formula": "C2H6N6",
  "method": "wB97M-V/def2-TZVPD",
  "species": ["N", "N", "C", "N", "N", "C", "N", "N", "H", "H", "H", "H", "H", "H"],
  "xyz": [[2.31016, 0.29063, 0.02897], [1.43946, -0.79402, -0.11559], [0.16532, -0.65039, 0.01050], [-0.68640, -1.58901, -0.13663], [-2.03779, -1.20573, 0.20200], [-2.42336, -0.04876, -0.04537], [-1.46358, 0.98907, -0.36688], [-0.32786, 0.61014, 0.56720], [2.79580, 0.61529, -1.04004], [3.23164, -0.18398, 0.71905], [1.74733, -1.76142, -0.08971], [-3.38085, 0.42141, 0.14456], [-1.92680, 1.97441, -0.28882], [0.55691, 1.33234, 0.41077]],
  "mulliken_charge": [-0.726, 0.019, 0.451, -0.511, -0.397, 0.078, -0.424, -0.388, 0.273, 0.312, 0.272, 0.321, 0.325, 0.394],
  "de_lowest_kj_mol": 402.8,
  "fmax_ev_per_a": 6.04,
  "homo_lumo_gap_ha": 0.3044,
  "smiles": "NNC1=NN=CNN1"
}


{
  "formula": "C2H6NO",
  "method": "wB97M-V/def2-TZVPD",
  "species": ["C", "O", "C", "N", "H", "H", "H", "H", "H", "H"],
  "xyz": [[-0.30450, 0.15478, 0.73808], [-0.21669, -0.33654, 2.38692], [0.32118, -0.30202, -0.68449], [0.31683, 0.27110, -2.06995], [-1.25541, 0.70560, 0.59040], [0.29911, 1.01633, 0.99220], [-0.40198, -1.11330, -0.88942], [1.32252, -0.70192, -0.40099], [-0.55456, -0.93255, 1.30063], [0.47351, 1.23852, -1.96339]],
  "mulliken_charge": [-0.616, -0.594, -0.440, -0.704, 0.311, 0.261, 0.221, 0.219, 0.315, 0.027],
  "de_lowest_kj_mol": 557.3,
  "fmax_ev_per_a": 5.47,
  "charge": -1,
  "homo_lumo_gap_ha": 0.2177
}


{
  "formula": "C2H6NO",
  "method": "wB97M-V/def2-TZVPD",
  "species": ["N", "C", "C", "O", "H", "H", "H", "H", "H", "H"],
  "xyz": [[-1.60275, 0.31987, -0.72486], [-0.56945, -0.33572, 0.11505], [0.83198, 0.33618, -0.00894], [1.66055, -0.27251, 0.85791], [-2.59274, -0.16733, -0.68643], [-1.33372, 0.13379, -1.65536], [-0.72193, -0.23927, 1.18733], [-0.70660, -1.42471, -0.22892], [1.07072, 0.16621, -1.11116], [0.64398, 1.46954, 0.06863]],
  "mulliken_charge": [-0.704, -0.332, -0.327, -0.871, 0.212, 0.223, 0.321, 0.240, 0.078, 0.159],
  "de_lowest_kj_mol": 78.8,
  "fmax_ev_per_a": 3.33,
  "charge": -1,
  "homo_lumo_gap_ha": 0.2459,
  "smiles": "NCC[O-]"
}


{
  "formula": "C2H6NO",
  "method": "wB97M-V/def2-TZVPD",
  "species": ["N", "C", "C", "O", "H", "H", "H", "H", "H", "H"],
  "xyz": [[-0.03580, -0.85790, -0.70765], [-0.60138, 0.21211, 0.18342], [0.60238, 0.94962, 0.78331], [1.69305, 0.74763, 0.33094], [0.18623, -1.69341, -0.16599], [-0.71253, -1.11461, -1.42732], [0.83484, -0.51032, -1.13831], [-1.18902, -0.25076, 0.96524], [-1.19438, 0.87363, -0.43885], [0.41662, 1.64401, 1.61520]],
  "mulliken_charge": [-0.330, -0.560, 0.209, -0.433, 0.341, 0.354, 0.367, 0.353, 0.323, 0.375],
  "de_lowest_kj_mol": 2.2,
  "fmax_ev_per_a": 0.73,
  "charge": 1,
  "homo_lumo_gap_ha": 0.4224,
  "smiles": "[NH3+]CC=O"
}


{
  "formula": "C2H6NO",
  "method": "wB97M-V/def2-TZVPD",
  "species": ["C", "C", "N", "O", "H", "H", "H", "H", "H", "H"],
  "xyz": [[-0.31548, -0.97665, 0.03203], [-0.41631, 1.03186, 0.01022], [0.78676, 0.05823, -0.06203], [-1.32455, -0.08003, -0.18726], [-0.17668, -1.83702, -0.97224], [-0.28922, -1.24970, 1.08763], [-0.50577, 1.47168, 1.00421], [-0.43254, 1.70072, -0.78372], [1.26852, -0.05516, 0.74493], [1.40529, -0.06395, -0.87377]],
  "mulliken_charge": [-0.294, -0.149, -0.161, -0.280, 0.337, 0.330, 0.278, 0.302, 0.291, 0.346],
  "de_lowest_kj_mol": 231.5,
  "fmax_ev_per_a": 4.43,
  "charge": 1,
  "homo_lumo_gap_ha": 0.4411
}


{
  "formula": "C2H6NO",
  "method": "wB97M-V/def2-TZVPD",
  "species": ["C", "C", "N", "O", "H", "H", "H", "H", "H", "H"],
  "xyz": [[0.50086, -0.51850, 1.31821], [-0.04936, 0.51523, -1.22211], [-0.69577, -0.20190, -0.12939], [-1.81312, -0.30440, 0.02361], [1.17663, -1.32209, 1.04328], [-0.21971, -0.74883, 2.21098], [1.03692, 0.46745, 1.37953], [-0.02072, -0.01728, -2.17842], [0.92335, 0.94828, -0.90656], [-0.83908, 1.18204, -1.53914]],
  "mulliken_charge": [-0.559, -0.661, 0.499, -0.229, 0.322, 0.313, 0.338, 0.330, 0.275, 0.372],
  "de_lowest_kj_mol": 402.6,
  "fmax_ev_per_a": 6.42,
  "charge": 1,
  "homo_lumo_gap_ha": 0.3695
}


{
  "formula": "C2H6NO",
  "method": "wB97M-V/def2-TZVPD",
  "species": ["C", "N", "H", "H", "H", "H", "O", "C", "H", "H"],
  "xyz": [[-1.11384, 0.17336, -2.17542], [-0.63526, 0.72748, -1.12891], [-0.77537, -0.82226, -2.44319], [-1.77571, 0.73847, -2.82613], [-0.90434, 1.68176, -0.89763], [-0.03550, 0.22658, -0.46444], [0.88274, -0.50786, 1.10381], [0.96204, -0.50678, 2.29082], [1.38215, 0.37286, 2.83694], [0.62944, -1.41617, 2.86170]],
  "mulliken_charge": [0.033, -0.072, 0.269, 0.294, 0.290, 0.265, 0.007, 0.169, 0.373, 0.372],
  "de_lowest_kj_mol": 0.0,
  "fmax_ev_per_a": 1.11,
  "multiplicity": 2,
  "charge": 2,
  "homo_lumo_gap_ha": [0.4392, 0.3054]
}


{
  "formula": "C2H6NO2",
  "method": "wB97M-V/def2-TZVPD",
  "species": ["C", "O", "H", "H", "H", "C", "N", "O", "H", "H", "H"],
  "xyz": [[1.36837, 0.38106, 1.30396], [-0.01711, 0.62962, 1.30819], [1.59007, -0.69850, 1.32854], [1.86374, 0.97585, 0.53628], [1.78405, 0.65879, 2.29198], [-1.20112, -0.90857, -1.43783], [-1.67581, 0.18578, -0.80837], [-1.02507, -1.08643, -2.65207], [-0.84553, -1.65631, -0.68726], [-0.33082, 0.62157, 0.35093], [-1.51077, 0.89714, -1.53436]],
  "mulliken_charge": [-0.566, -0.547, 0.210, 0.250, 0.197, 0.059, -0.799, -0.691, 0.334, 0.406, 0.147],
  "de_lowest_kj_mol": 161.5,
  "fmax_ev_per_a": 1.72,
  "charge": -1,
  "homo_lumo_gap_ha": 0.2821
}


{
  "formula": "C2H6NO2",
  "method": "wB97M-V/def2-TZVPD",
  "species": ["C", "N", "H", "H", "H", "H", "O", "C", "O", "H", "H"],
  "xyz": [[-0.75888, 0.36142, 3.03549], [-1.02842, -0.34069, 2.00188], [-1.52145, 0.41626, 3.80353], [0.21024, 0.83302, 3.13590], [-0.46342, -0.16687, 1.16429], [-1.86765, -0.91389, 2.02756], [-0.00189, 0.43693, -0.82684], [0.29580, -0.01325, -1.90296], [1.54433, -0.33299, -2.23755], [-0.47634, -0.29137, -2.63531], [1.62846, -0.27980, -3.19914]],
  "mulliken_charge": [-0.025, -0.067, 0.262, 0.281, 0.281, 0.298, -0.553, 0.259, -0.395, 0.286, 0.373],
  "de_lowest_kj_mol": 106.8,
  "fmax_ev_per_a": 1.36,
  "charge": 1,
  "homo_lumo_gap_ha": 0.3366
}